No. 1
This record from OMol25 describes a 2-piece molecular cluster, C4H7Cl5Si overall. The level of theory is ωB97M-V with the def2-TZVPD basis set.

```
17
Properties=species:S:1:pos:R:3:forces:R:3
C 1.0941 0.4715 0.0069 1.69 3.66 -1.30
C -0.8513 -1.0035 -0.4352 0.60 0.45 -1.40
C -0.4135 0.4821 -0.1214 1.77 -2.39 -4.97
C -0.7980 1.2660 -1.3211 -1.59 1.67 0.14
Si -2.5099 2.2015 -1.4879 0.37 -0.96 0.01
Cl -0.1248 0.9926 -2.8586 0.18 -0.16 1.12
Cl -0.0095 3.9187 -0.5765 -0.55 -1.68 -0.52
Cl -3.2448 3.0719 0.1855 0.18 -0.13 -0.42
Cl -3.8203 0.5707 -1.8717 0.61 0.72 0.24
Cl -2.4220 3.1754 -3.2487 -0.29 0.44 0.23
H 1.8323 0.4025 -0.9422 -2.21 -0.49 2.11
H 1.2734 -0.2039 0.8027 1.03 -0.56 0.66
H 1.2082 1.5902 0.3095 0.72 -1.92 0.03
H -0.7856 -1.5515 0.4442 0.19 -0.82 1.97
H -0.0952 -1.4828 -1.1008 -0.72 0.59 0.15
H -1.8553 -1.1735 -0.7943 -0.21 0.33 -0.35
H -0.7460 0.8348 0.7691 -1.77 1.26 2.30
```
Positions in Å, forces in eV/Å.

The calculation puts the highest occupied orbital energy at -9.596 eV. The value obtained for the orbital gap is 0.2668 hartree.


No. 2
This record from OMol25 describes C16H17N2Y as an isolated structure. The level of theory is ωB97M-V with the def2-TZVPD basis set.

```
36
Properties=species:S:1:pos:R:3:forces:R:3
C -2.5780 1.2547 -0.4866 1.14 -1.56 0.76
C -1.7634 2.3087 -0.5734 1.85 -0.67 0.53
H -2.9418 0.8802 0.4976 -0.43 0.69 -0.93
H -2.6001 0.5009 -1.2944 -0.62 0.81 0.27
H -1.0945 2.4179 -1.4501 -0.97 0.46 0.28
H -1.4373 2.8711 0.3280 -0.75 0.09 -0.82
Y 0.4938 -0.1379 0.5166 -3.38 3.40 1.06
C 0.1835 -1.7148 -1.3496 0.28 -0.22 -0.39
C 0.0101 -0.4526 -1.9720 0.76 0.02 -0.28
C 2.1652 -0.5157 -1.1175 -0.44 -0.48 -0.83
C 1.5187 -1.7769 -0.8304 0.61 -0.10 -0.93
H -0.8473 -0.1398 -2.5672 0.19 -0.07 0.39
H 1.3930 1.2812 -2.2501 0.06 -0.03 0.18
H 3.1559 -0.1874 -0.8026 -0.08 -0.29 -0.27
C 1.2172 0.3012 -1.8234 0.12 -1.14 -0.10
H 1.9850 -2.6582 -0.3814 -0.15 0.36 -0.18
H -0.5772 -2.5085 -1.3231 0.53 0.34 0.00
N 1.4136 -1.3312 2.1592 0.34 -0.75 -0.42
C 1.2140 -0.8310 3.5154 0.25 -0.47 -0.03
C 2.0186 -1.3333 4.5008 -0.20 0.20 0.22
C 1.8026 -0.9028 5.8286 -0.76 0.77 0.03
C 0.7870 0.0120 6.1149 0.65 -0.61 0.27
C -0.0491 0.5525 5.1031 0.79 -0.79 -0.81
C -1.0803 1.4756 5.3273 -0.47 0.32 -0.69
C -1.8177 1.9564 4.2531 0.09 -0.10 0.10
C -1.5109 1.5286 2.9464 0.96 -0.76 0.46
N -0.5164 0.6467 2.6898 -0.45 0.19 0.07
C 0.1898 0.1289 3.7581 -0.04 0.25 -0.04
H 2.3897 -1.4799 1.8705 -0.24 -0.12 0.74
H 0.9261 -2.2156 1.9200 0.40 0.13 0.84
H 2.8046 -2.0569 4.2327 -0.45 0.36 0.36
H 2.4305 -1.2959 6.6133 -0.04 0.06 0.12
H 0.6141 0.3304 7.1469 0.12 -0.15 -0.34
H -1.2828 1.7953 6.3402 -0.09 0.09 0.01
H -2.6324 2.6670 4.3944 0.27 -0.22 0.01
H -2.0705 1.8919 2.0853 0.16 -0.02 0.34
```
Positions in Å, forces in eV/Å.

The calculation puts the highest occupied orbital energy at -15.555 eV. Its total charge is +2. The value obtained for the orbital gap is 0.2906 hartree.


No. 3
This record from OMol25 describes C36H27Cl2NP2PtSTe as an isolated structure. The level of theory is ωB97M-V with the def2-TZVPD basis set.

```
71
Properties=species:S:1:pos:R:3:forces:R:3
Pt -0.0169 -2.2584 0.7311 0.27 0.48 -0.06
Te 1.9311 0.1491 -2.5018 -0.09 0.00 0.04
C 2.3925 2.1776 -2.6139 0.02 0.05 0.05
C 2.6228 2.7240 -3.8693 0.00 -0.03 -0.03
C 2.9559 4.0736 -3.9284 0.00 0.01 0.02
N 3.0727 4.8427 -2.8519 0.00 -0.01 -0.01
C 2.8655 4.2966 -1.6571 0.01 -0.01 -0.02
C 2.5199 2.9641 -1.4769 -0.01 0.00 0.02
C 0.6664 0.1470 -0.8410 0.15 -0.04 0.03
P -0.8895 -0.6588 -1.1316 -0.27 -0.18 0.14
C -1.1721 -0.4479 -2.9074 0.06 -0.02 -0.06
C -1.2249 0.8384 -3.4650 -0.03 0.01 -0.01
C -1.3895 0.9907 -4.8333 0.01 0.00 0.05
C -1.5100 -0.1315 -5.6453 0.01 -0.03 0.00
C -1.4670 -1.4055 -5.0947 0.01 0.00 -0.01
C -1.2944 -1.5674 -3.7263 0.02 -0.02 -0.04
C -2.2282 0.1783 -0.2570 0.08 0.06 -0.03
C -3.2911 -0.6050 0.1919 -0.01 0.02 0.01
C -4.3702 -0.0055 0.8205 -0.01 0.02 0.00
C -4.3823 1.3698 1.0177 -0.01 -0.02 0.00
C -3.3227 2.1507 0.5756 0.02 0.02 -0.01
C -2.2469 1.5585 -0.0678 -0.06 0.02 -0.03
P 1.2965 -0.3445 0.7718 -0.02 -0.06 0.02
C 3.0852 -0.4610 0.5871 0.01 -0.04 -0.01
C 3.9370 0.5409 1.0472 0.00 0.01 0.00
C 5.3016 0.4426 0.8131 0.00 0.02 0.01
C 5.8164 -0.6499 0.1276 0.00 -0.02 -0.01
C 4.9728 -1.6595 -0.3206 0.02 0.02 0.00
C 3.6091 -1.5697 -0.0884 0.00 0.00 -0.01
C 0.9566 0.8919 2.0303 -0.02 0.07 -0.05
C 1.1033 0.5045 3.3631 0.00 -0.03 0.01
C 0.8789 1.4221 4.3766 0.00 0.00 0.00
C 0.5002 2.7224 4.0657 0.00 0.01 -0.01
C 0.3483 3.1087 2.7409 -0.01 0.00 0.02
C 0.5768 2.1955 1.7224 0.02 0.01 -0.02
H 2.5453 2.1446 -4.7811 0.00 0.00 0.01
H 3.1369 4.5477 -4.8862 0.00 0.00 0.02
H 2.9852 4.9500 -0.7998 -0.01 -0.01 -0.02
H 2.3799 2.5671 -0.4810 -0.02 -0.01 0.00
H -1.1700 1.7151 -2.8274 0.02 -0.03 -0.02
H -1.4412 1.9824 -5.2637 0.00 -0.01 0.01
H -1.6472 -0.0118 -6.7118 0.00 0.00 0.01
H -1.5697 -2.2740 -5.7313 0.00 0.01 0.01
H -1.2523 -2.5627 -3.2990 -0.02 0.02 0.00
H -3.2760 -1.6800 0.0476 0.01 0.00 -0.01
H -5.2027 -0.6098 1.1558 0.00 0.01 0.00
H -5.2247 1.8358 1.5121 0.01 -0.01 -0.01
H -3.3403 3.2229 0.7230 0.00 -0.02 0.00
H -1.4311 2.1707 -0.4325 -0.02 -0.02 0.02
H 3.5415 1.3872 1.5963 0.00 -0.01 0.00
H 5.9657 1.2172 1.1739 -0.01 -0.01 -0.01
H 6.8820 -0.7222 -0.0460 -0.01 0.00 0.01
H 5.3793 -2.5214 -0.8330 -0.01 0.01 0.01
H 2.9504 -2.3729 -0.4056 0.00 0.00 0.01
H 1.3978 -0.5100 3.6115 0.00 0.00 -0.01
H 0.9981 1.1234 5.4093 0.00 0.00 0.00
H 0.3231 3.4357 4.8600 0.00 -0.01 -0.02
H 0.0508 4.1215 2.5009 0.01 -0.02 0.01
H 0.4503 2.4966 0.6899 0.03 -0.01 0.03
Cl -1.4605 -1.8550 2.8239 -0.01 -0.11 0.09
C -2.3701 -3.3447 2.8980 0.08 0.05 -0.06
C -3.3439 -3.4250 3.8617 -0.03 -0.02 0.00
C -4.0636 -4.6108 3.9909 -0.01 0.00 0.01
C -3.7993 -5.6955 3.1723 -0.01 -0.02 0.00
C -2.8149 -5.6061 2.2060 0.01 -0.01 -0.01
Cl -2.5231 -6.9642 1.2024 0.00 0.00 0.01
C -2.0673 -4.4138 2.0253 0.00 0.03 -0.01
S -0.8748 -4.3717 0.7886 -0.19 -0.14 -0.07
H -3.5329 -2.5868 4.5178 0.01 -0.01 -0.01
H -4.8307 -4.6873 4.7494 0.00 0.00 0.00
H -4.3540 -6.6172 3.2766 0.00 0.01 0.00
```
Positions in Å, forces in eV/Å.

The calculation puts the highest occupied orbital energy (alpha / beta) at -12.905 / -13.760 eV. As for the spin multiplicity: 5. Its total charge is +2. The value obtained for the orbital gap (alpha / beta) is 0.2760 / 0.1947 hartree.


No. 4
This record from OMol25 describes one molecule with the formula C4H5N3. The level of theory is ωB97M-V with the def2-TZVPD basis set.

```
12
Properties=species:S:1:pos:R:3:forces:R:3
C 0.0601 -1.9398 -0.4975 1.15 -1.01 0.64
N -0.3807 -0.9921 0.1763 -0.05 0.59 1.60
C -0.2305 0.3409 0.1849 2.06 0.45 -0.50
C -1.4000 1.2104 0.2479 1.06 3.22 -1.04
N 0.9452 1.0057 0.2510 -3.83 -0.67 0.26
C 2.0702 0.3637 0.2492 0.85 -0.71 -0.46
N 3.1108 -0.1190 0.1524 0.73 -0.44 0.16
H 0.1515 -2.9535 0.0442 -0.44 1.37 -1.49
H 0.5175 -1.6732 -1.4523 0.01 -0.85 -0.23
H -1.1942 1.9520 -0.5786 -0.16 -0.49 0.75
H -2.4149 0.9804 0.0867 -0.90 -1.39 0.24
H -1.2350 1.8248 1.1359 -0.47 -0.06 0.08
```
Positions in Å, forces in eV/Å.

The calculation puts the highest occupied orbital energy at -9.434 eV. As for the SMILES: C=N/C(C)=N\C#N. The value obtained for the orbital gap is 0.3338 hartree.


Going through the records in order, we get ΔE to the lowest compared entry with this formula, charge and spin values of 0.000; 0.540; 0.000; 2.754 eV.
Going through the records in order, we get strongest force on any atom values of 5.8; 4.9; 0.6; 3.9 eV/Å.